C8H10NO3P2 as an isolated structure in a non-equilibrium geometry. Source: OMol25; level of theory: the ωB97M-V functional and the def2-TZVPD basis.

Positions of all 24 atoms, in Å:
C  0.193  -0.641  -0.303
C  0.808  0.408  -0.961
C  -0.696  -0.337  0.721
C  -0.956  1.027  1.260
C  0.625  1.700  -0.605
C  -0.100  2.046  0.570
C  -1.990  -1.290  2.973
C  1.709  0.308  -2.188
N  -1.464  -1.394  1.131
O  -1.686  1.332  2.160
O  2.590  1.451  -2.180
O  -1.186  -2.674  0.795
P  1.861  2.855  -1.305
P  -0.304  3.606  1.296
H  0.281  -1.630  -0.534
H  -1.059  -0.875  3.302
H  -2.083  -2.408  3.421
H  -2.737  -0.614  2.855
H  1.251  0.256  -3.222
H  2.270  -0.626  -2.170
H  3.403  1.097  -1.815
H  -1.993  -2.974  0.272
H  1.084  3.001  -2.590
H  0.686  4.377  0.455

Results
- total charge = +1
- multiplicity = 1
- relative energy (zero: lowest compared OMol25 entry of this formula, charge and spin) (kJ/mol) = 391.57

Atomic partial charges in e from the natural (NBO) method, atoms 1 to 6: number 1, C, carries -0.336; number 2, C, carries -0.015; number 3, C, carries 0.184; number 4, C, carries 0.464; number 5, C, carries -0.439; number 6, C, carries -0.502